Record 1
C35H47BrCdIN7O7S3Si as an isolated structure, computed with wB97M-V/def2-TZVPD.

Structure (XYZ):
```
103
Properties=species:S:1:pos:R:3:lowdin_charge:R:1
Cd 0.19416 -0.46277 0.35549 1.377
C -1.53968 -4.27290 0.62196 -0.030
C -0.73229 -3.93687 -0.59762 -0.356
C -0.64558 -4.79474 -1.67883 -0.056
C 0.09125 -4.37637 -2.78708 -0.070
C 0.72896 -3.16228 -2.77947 -0.068
C 0.63722 -2.34043 -1.63243 -0.532
N -0.12717 -2.74524 -0.59103 0.057
N 1.21889 -1.13331 -1.48745 -0.161
Si 2.80936 -0.81746 -2.10979 0.350
C 2.75724 0.11838 -3.74341 -0.177
C 3.79388 0.17559 -0.85343 -0.181
C 3.77204 -2.41047 -2.38624 -0.176
H -1.75511 -5.33939 0.67292 0.081
H -2.48972 -3.73346 0.60204 0.058
H -1.00752 -3.97039 1.52264 0.064
H -1.13479 -5.75610 -1.65632 0.100
H 0.15948 -5.01269 -3.66069 0.107
H 1.28614 -2.82082 -3.63736 0.090
H 2.20794 1.05513 -3.64230 -0.013
H 2.27851 -0.47216 -4.52498 0.020
H 3.76417 0.35954 -4.08296 0.029
H 3.86487 1.23085 -1.10298 0.008
H 4.81015 -0.21372 -0.79831 0.030
H 3.36310 0.08369 0.14306 -0.001
H 3.42076 -3.00486 -3.22407 0.014
H 3.73961 -3.03876 -1.49618 0.040
H 4.81646 -2.15981 -2.57504 0.030
O 0.67162 -3.10976 5.32726 0.039
C 1.92122 -2.76888 4.96832 -0.269
C 2.96108 -3.24823 5.76781 -0.020
C 4.27171 -2.94319 5.47114 -0.088
C 4.58212 -2.14934 4.37133 -0.096
C 3.55894 -1.66747 3.58190 -0.031
C 2.22038 -1.95966 3.85474 -0.075
C 1.19210 -1.38844 2.94022 -0.458
O 1.58110 -0.56852 2.05562 -0.171
N -0.05409 -1.79741 3.13380 -0.011
N -0.97961 -1.26406 2.25321 -0.164
C -2.18695 -1.53746 2.54556 -0.937
S -2.63986 -2.50061 3.94542 0.963
C -4.41919 -2.20253 3.76459 -0.518
C -4.73305 -2.10362 2.28477 -0.520
S -3.52228 -0.98207 1.53638 0.920
H 0.06205 -2.71511 4.65511 0.035
H 2.70394 -3.86406 6.61725 0.114
H 5.06232 -3.32769 6.10203 0.101
H 5.61027 -1.91623 4.13528 0.096
H 3.76917 -1.05074 2.71943 0.105
H -4.68869 -1.28209 4.28395 0.077
H -4.94323 -3.03797 4.22721 0.079
H -5.72246 -1.68459 2.10361 0.080
H -4.66222 -3.08133 1.80499 0.072
C -0.15765 3.61773 -4.35788 -0.137
C -0.90501 2.29760 -4.29614 -0.313
S -2.60571 2.56414 -4.75645 0.661
O -2.64729 2.91030 -6.15130 -0.300
O -3.20783 3.43691 -3.77857 -0.289
C -3.38482 0.94616 -4.59996 -0.192
C -4.25685 0.80577 -3.36343 -0.130
N -3.48514 0.89181 -2.12607 0.061
C -2.48177 0.04670 -1.77698 -0.347
N -1.81450 0.49280 -0.72274 0.019
C -2.40182 1.67353 -0.36794 -0.128
C -3.43273 1.92663 -1.21436 -0.154
N -4.36993 3.00348 -1.11200 -0.343
O -4.04058 3.92845 -0.40609 0.109
O -5.42335 2.91437 -1.70732 0.086
C -2.20200 -1.22375 -2.48699 0.019
H 0.88765 3.45668 -4.09899 0.049
H -0.57977 4.33129 -3.65402 0.077
H -0.20884 4.03636 -5.36060 0.083
H -0.91031 1.87054 -3.29167 0.053
H -0.49975 1.56623 -4.99481 0.109
H -2.59566 0.19520 -4.63612 0.090
H -3.98979 0.84143 -5.49977 0.114
H -4.75844 -0.16415 -3.38647 0.134
H -5.01777 1.58114 -3.32929 0.113
H -2.07845 2.24973 0.47249 0.076
H -3.04508 -1.53698 -3.09886 0.088
H -1.99475 -1.99872 -1.75254 0.070
H -1.31491 -1.13689 -3.11438 0.090
Br 2.78691 5.48471 -1.63551 0.728
C 3.11177 4.54656 -0.02839 -0.736
C 4.09673 5.02898 0.82382 -0.131
C 4.37374 4.36507 2.00545 -0.073
C 3.67071 3.21749 2.34260 -0.063
C 2.68716 2.73358 1.49623 -0.169
C 2.40580 3.40127 0.30685 -0.709
I 0.92384 2.59870 -0.91301 1.105
H 4.64110 5.92041 0.55135 0.099
H 5.14364 4.74628 2.66101 0.108
H 3.88619 2.69069 3.26071 0.112
H 2.14319 1.83346 1.75572 0.071
C -1.25397 3.07756 4.00384 -0.068
C -0.64999 2.97016 2.61939 -0.309
O -0.61847 1.61778 2.16060 -0.194
H -1.20328 4.10285 4.36356 0.080
H -0.71503 2.44220 4.70517 0.084
H -2.30429 2.78071 3.99608 0.080
H 0.38309 3.32531 2.61873 0.098
H -1.21106 3.58816 1.90484 0.106
H -1.27369 1.10645 2.64911 0.053
```

Results
HOMO in eV: -7.64
Kohn-Sham gap in eV: 7.2
Energy above the lowest of the compared OMol25 structures with the same formula, charge and spin in eV: 0.2005


Record 2
C35H47MnN6O4 as an isolated structure, computed with wB97M-V/def2-TZVPD.

Structure (XYZ):
```
93
Properties=species:S:1:pos:R:3:lowdin_spin:R:1
Mn 1.09696 0.19795 -0.50936 -0.001
C 1.53796 0.19785 6.58874 0.000
C 0.23826 0.19795 5.75154 0.000
C -0.56754 -1.06375 6.13094 0.000
C -0.56744 1.45975 6.13094 0.000
C 0.51896 0.19795 4.23204 0.001
C 1.91326 0.19795 3.67114 0.004
C 2.10766 0.19795 2.34284 0.003
N 1.06296 0.19795 1.46944 0.003
C -0.23284 0.19795 1.88384 -0.003
C -0.51154 0.19795 3.34674 0.006
C -1.29664 0.19795 0.81964 0.004
C -2.76084 0.19795 1.10084 0.000
C -3.64404 0.19795 0.06604 0.000
C -3.08194 0.19785 -1.32426 -0.001
C -1.75474 0.19795 -1.52086 0.000
N -0.88224 0.19795 -0.47536 -0.001
C -5.17724 0.19785 0.25884 0.000
C -5.77224 -1.06265 -0.40316 0.000
C -5.77224 1.45835 -0.40326 0.000
C -5.60684 0.19795 1.74654 0.000
H 1.30516 0.19785 7.67594 0.000
H 2.14626 1.10355 6.37634 0.000
H 2.14616 -0.70795 6.37634 0.000
H -0.77694 -1.08285 7.22254 0.000
H 0.00346 -1.98065 5.86864 0.000
H -1.54384 -1.10025 5.60434 0.000
H -0.77674 1.47875 7.22254 0.000
H -1.54374 1.49625 5.60434 0.000
H 0.00376 2.37655 5.86874 0.000
H 2.78856 0.19785 4.30924 0.000
H 3.10956 0.19785 1.93264 0.000
H -1.53444 0.19805 3.69714 0.000
H -3.09254 0.19795 2.12714 0.000
H -3.73504 0.19785 -2.19036 0.000
H -1.34564 0.19785 -2.52286 0.000
H -5.55054 -1.09655 -1.49006 0.000
H -6.87764 -1.08355 -0.28676 0.000
H -5.35414 -1.97945 0.06614 0.000
H -5.55064 1.49215 -1.49016 0.000
H -5.35424 2.37525 0.06584 0.000
H -6.87764 1.47915 -0.28696 0.000
H -5.22924 -0.70775 2.26874 0.000
H -6.71514 0.19795 1.83554 0.000
H -5.22924 1.10375 2.26864 0.000
O 2.95406 0.19395 -0.50936 0.002
N 3.38816 -0.96655 -0.50926 -0.001
N 2.48406 -1.99395 -0.50936 0.001
O 1.10096 -1.70885 -0.50936 -0.002
C 2.91266 -3.36635 -0.50936 0.000
C 1.99686 -4.43635 -0.50946 0.000
C 2.41906 -5.77125 -0.50946 0.000
C 3.77716 -6.07255 -0.50946 0.000
C 4.70956 -5.03975 -0.50946 0.000
C 4.28066 -3.70635 -0.50936 0.000
H 0.93076 -4.22125 -0.50946 0.000
H 1.67766 -6.56395 -0.50946 0.000
H 4.10626 -7.10655 -0.50946 0.000
H 5.77226 -5.26055 -0.50946 0.000
H 5.03086 -2.92085 -0.50936 0.000
O 2.09936 -1.43395 -3.71516 0.000
C 1.32906 -0.45125 -3.45596 0.000
O 1.09696 0.19795 -2.41456 0.000
C 0.57396 -0.02645 -4.74386 0.000
N 1.01086 -0.92325 -5.92476 0.000
C 1.56816 -0.07035 -6.98916 0.000
C 0.95086 1.28485 -6.71946 0.000
C 0.94746 1.37485 -5.20326 0.000
H -0.50704 -0.16475 -4.64426 0.000
H 0.26586 -1.57185 -6.18626 0.000
H 1.74756 -1.50345 -5.44416 0.000
H 1.29596 -0.49185 -7.95966 0.000
H 2.65576 -0.06025 -6.86636 0.000
H -0.07624 1.31905 -7.10266 0.000
H 1.51436 2.09835 -7.18486 0.000
H 0.23476 2.12385 -4.84376 0.000
H 1.94076 1.66385 -4.83816 0.000
C -0.99934 2.40315 0.74234 0.043
C 0.17016 2.98275 0.04404 0.277
C 0.50176 4.30835 -0.15396 0.110
C 1.69136 4.30865 -0.86426 0.128
C 2.02346 2.98325 -1.06256 0.271
C 3.19316 2.40425 -1.76106 0.048
N 1.09696 2.18915 -0.50936 0.042
H -1.64444 3.19855 1.12754 -0.001
H -0.66584 1.78655 1.58254 0.012
H -1.58084 1.78655 0.05024 0.015
H -0.05694 5.17315 0.17964 0.001
H 2.24966 5.17375 -1.19766 0.002
H 3.83796 3.20005 -2.14606 -0.001
H 2.85996 1.78765 -2.60136 0.015
H 3.77486 1.78765 -1.06906 0.017
H 2.09506 1.19605 0.48874 0.001
```

Results
HOMO (alpha / beta) in eV: -16.05 / -16.05
Kohn-Sham gap (alpha / beta) in eV: 5.6 / 5.4
⟨S²⟩: 0.76
Charge: +3
Spin multiplicity: 2